Record 1
C24H33BrNO4P2Tm | ωB97M-V/def2-TZVPD

Geometry as XYZ:
```
66
Properties=species:S:1:pos:R:3
H -4.56 0.95 -0.95
C -1.78 1.52 -2.03
C 3.91 0.76 0.12
C -1.10 -0.13 3.15
O -0.75 0.56 -4.20
H -0.19 -0.38 -3.80
C -1.12 -4.69 1.03
O 0.41 -1.34 -3.10
P 2.38 0.58 1.09
C -2.22 2.26 5.82
C -3.04 -1.05 -2.37
C -3.78 0.68 -0.23
C 1.07 -4.71 0.00
H -3.40 -1.96 -1.86
H -2.11 -2.75 1.12
C 0.90 4.19 -0.10
H -3.89 -0.55 -2.87
H -1.95 -5.21 1.50
H 0.10 -6.46 0.80
H 1.62 4.83 0.41
P -2.32 0.05 -1.11
C -0.13 -2.63 0.25
H -0.12 1.13 -4.67
Br -1.70 2.88 3.04
H 2.26 0.49 3.51
H 0.09 5.71 -1.41
H 3.20 -0.84 2.82
C -1.20 -3.29 0.82
H -4.14 -0.10 0.45
H -2.29 -1.33 -3.12
C 0.85 2.85 0.25
C 0.07 4.67 -1.12
H 1.80 -2.77 -0.68
H 3.95 0.79 2.94
H -1.45 4.06 -2.55
H 4.25 -0.25 -0.16
H 0.52 -1.05 -1.94
H -3.51 1.56 0.38
H -2.67 2.07 -2.36
C -0.86 2.44 -1.30
H 0.02 -2.23 -3.09
H -2.45 1.84 7.93
Tm -0.25 -0.25 0.65
H 0.63 -0.71 -1.06
C -1.45 0.40 4.49
C 0.02 -5.39 0.62
H -0.89 -1.39 5.51
C -2.14 1.44 6.96
O 0.11 -0.51 2.92
H -2.58 3.28 5.89
C 0.99 -3.31 -0.20
C -1.29 -0.39 5.63
C -1.83 1.75 4.58
C -0.78 3.76 -1.74
H -1.19 1.10 -3.20
H -1.54 -0.48 7.76
H 4.68 1.27 0.70
C -1.65 0.14 6.87
H 2.76 2.96 1.26
C 1.84 2.34 1.30
C 3.02 0.24 2.76
O -1.95 -0.14 2.19
H 1.96 -5.25 -0.34
H 3.70 1.32 -0.80
H 1.39 2.46 2.31
N -0.06 1.99 -0.27
```

Frontier orbital gap (alpha / beta) ... 7.26 / 7.28 eV
E_tot ... -5631.9727 hartree
Expectation value of S² ... 2.002
Spin multiplicity ... 3



Record 2
C4H7NO | ωB97M-V/def2-TZVPD

Geometry as XYZ:
```
13
Properties=species:S:1:pos:R:3
H -0.69 0.47 -1.96
H -0.20 -0.47 1.65
C 1.34 -1.58 -0.99
H -1.00 -0.91 -0.89
N 1.03 -0.37 -1.19
H 2.38 -1.90 -1.08
C -0.37 -0.01 -1.03
H -0.75 2.23 2.23
C -0.56 0.95 0.12
O -0.55 1.32 2.50
H 0.60 -2.36 -0.73
H -0.77 1.99 -0.11
C -0.43 0.55 1.38
```

Frontier orbital gap ... 9.90 eV
ΔE to the lowest compared entry with this formula, charge and spin ... 2.229 eV
SMILES string ... C=NC/C=C/O
E_tot ... -286.5497 hartree



Record 3
C4H5NO | ωB97M-V/def2-TZVPD

Geometry as XYZ:
```
11
Properties=species:S:1:pos:R:3
H 1.55 -3.10 -0.69
C 0.70 0.51 -0.27
N -0.35 0.81 0.69
O -2.04 0.46 -0.79
C 0.99 -0.92 -0.41
C 1.29 -2.08 -0.55
H -2.35 0.83 1.19
H 0.38 0.92 -1.23
H 1.61 1.04 0.04
C -1.66 0.68 0.34
H -0.12 0.84 1.67
```

Frontier orbital gap ... 10.93 eV
ΔE to the lowest compared entry with this formula, charge and spin ... 1.742 eV
SMILES string ... C#CCNC=O
E_tot ... -285.3506 hartree



Record 4
C23H23N2PRe | ωB97M-V/def2-TZVPD

Geometry as XYZ:
```
50
Properties=species:S:1:pos:R:3
H 1.22 5.97 -1.26
C 3.39 1.11 0.27
H 4.85 -0.45 -1.44
C 4.14 2.19 0.73
C -2.12 -0.45 -1.28
C 4.80 0.90 2.64
C 4.23 -0.61 -2.31
C 3.29 3.18 -2.99
C 4.06 -0.19 2.18
C -2.16 -1.19 -0.05
H 1.10 3.65 -0.42
C -2.69 -0.32 0.94
C -2.56 0.90 -1.01
N 0.91 0.83 -0.79
H 5.58 -2.02 -3.19
C 1.73 3.89 -1.27
H -2.69 1.69 -1.73
C 2.65 -1.00 -4.58
C 2.61 5.48 -2.83
H 2.66 6.50 -3.19
C 3.35 -0.09 0.99
H -3.27 1.83 0.90
C 4.85 2.08 1.92
P 2.46 1.23 -1.25
C 3.02 0.07 -2.47
C 2.23 -0.12 -3.61
C -2.90 0.96 0.38
C 4.64 -1.49 -3.30
H -1.92 -2.23 0.08
C 3.35 4.49 -3.45
H -0.26 1.16 2.62
C 1.80 5.18 -1.74
H 3.98 4.73 -4.30
H -1.81 -0.84 -2.24
H -0.21 -0.47 2.49
H 2.05 -1.16 -5.47
H 1.30 0.43 -3.74
C 3.86 -1.69 -4.43
H 2.81 -0.94 0.61
H 4.18 3.11 0.16
Re -0.63 0.51 -0.04
H 4.05 -1.12 2.74
N 0.05 0.39 2.02
H 1.07 0.42 2.01
H 5.44 2.91 2.28
H 5.36 0.81 3.57
H 4.18 -2.37 -5.20
H 3.87 2.41 -3.48
C 2.47 2.88 -1.90
H -2.83 -0.57 1.98
```

Frontier orbital gap (alpha / beta) ... 8.15 / 7.21 eV
Total charge ... +2
E_tot ... -1418.8614 hartree
Expectation value of S² ... 0.756
Spin multiplicity ... 2



Record 5
C10H16Si | ωB97M-V/def2-TZVPD

Geometry as XYZ:
```
27
Properties=species:S:1:pos:R:3
C 0.31 0.06 0.04
C -2.14 0.28 0.19
H -1.55 -2.28 0.86
H -4.29 0.14 -0.45
H 2.90 -1.53 -1.70
H 1.24 3.23 -0.77
H 4.22 -0.31 -1.34
C 3.09 -0.57 -1.42
Si 2.11 -0.02 0.06
H -1.91 1.85 1.51
H -0.63 2.69 -0.37
C -3.25 -0.35 -0.61
H -2.98 -0.28 -1.76
H 2.20 -0.07 2.58
H -3.49 1.84 0.67
C -0.90 -0.48 0.13
H 3.09 -1.30 2.03
C -2.57 1.37 0.81
H -3.41 -1.47 -0.55
H 3.75 0.49 2.00
C 2.87 -0.25 1.75
C 0.89 1.39 -0.08
C 0.50 2.58 -0.43
C -1.13 -2.01 0.01
H -1.67 -2.40 -0.78
H -0.10 -2.61 -0.09
H 2.86 0.03 -2.31
```

Frontier orbital gap ... 8.49 eV
ΔE to the lowest compared entry with this formula, charge and spin ... 5.346 eV
SMILES string ... C=C(C)/C(C)=C1\C(=C)[Si]1(C)C
E_tot ... -679.9583 hartree



Record 6
C4H10O2 | ωB97M-V/def2-TZVPD

Geometry as XYZ:
```
16
Properties=species:S:1:pos:R:3
H -2.69 -0.49 -0.06
H 1.44 1.59 0.95
H 1.51 -1.37 1.74
H -0.95 1.43 -1.10
C 1.59 0.54 0.71
H -0.56 -1.16 -1.30
O -1.86 1.10 -0.98
H 2.61 0.35 0.36
C -0.62 -0.85 -0.25
H 1.31 0.12 -1.43
O 0.75 0.44 -0.70
H -0.55 -1.69 0.42
H 0.35 -0.09 2.37
C -1.76 0.10 -0.01
H -1.70 0.51 1.01
C 1.00 -0.42 1.57
```

Frontier orbital gap ... 7.79 eV
ΔE to the lowest compared entry with this formula, charge and spin ... 5.565 eV
E_tot ... -308.6936 hartree



Record 7
C10H13O3 | ωB97M-V/def2-TZVPD

Geometry as XYZ:
```
26
Properties=species:S:1:pos:R:3
H 0.70 1.54 1.04
C -1.84 1.04 -1.86
H 1.31 -2.63 3.05
O -3.27 -0.12 -0.46
C -0.73 1.89 -2.06
H 1.13 3.90 -1.84
H -1.21 0.27 1.44
H 0.58 -1.35 2.62
C -1.14 0.68 0.41
C 0.01 -3.37 0.64
H 1.98 3.21 -0.38
C 0.16 2.10 -1.00
C 1.21 -2.26 0.82
H -3.00 -0.97 0.03
C -2.08 0.49 -0.65
O 0.24 -4.59 0.77
H 2.38 -1.24 2.57
H -2.47 0.74 -2.70
H 2.20 2.76 -1.98
H -0.72 2.35 -2.94
C 1.38 2.99 -1.23
H 2.04 -2.77 0.52
O -1.03 -2.81 0.29
H 0.79 -1.46 0.31
C -0.04 1.48 0.27
C 1.42 -1.87 2.32
```

Frontier orbital gap ... 7.06 eV
ΔE to the lowest compared entry with this formula, charge and spin ... 2.514 eV
Total charge ... -1
E_tot ... -614.5689 hartree



Record 8
C40H48AuBN6OS6 | ωB97M-V/def2-TZVPD

Geometry as XYZ:
```
103
Properties=species:S:1:pos:R:3
H -2.68 3.90 -3.20
H -2.97 2.58 -5.27
H 2.27 -4.94 5.32
C 0.44 -8.68 0.31
H 1.07 -6.80 -0.65
H 4.92 -1.56 -2.49
C -1.62 3.91 -3.41
N -0.77 1.58 0.90
C 1.73 4.27 -1.00
H -1.47 5.69 2.05
H -2.56 4.77 0.05
H 1.78 5.32 -1.28
N -0.56 1.04 -2.26
C 0.92 -5.02 2.30
C -3.86 -4.63 1.89
H -1.42 4.71 -4.11
H -4.77 -0.39 -0.68
N 1.67 0.25 -0.72
H -4.88 -4.87 1.65
C 4.07 1.27 -1.40
H 0.63 1.73 -4.87
H -3.65 1.45 -3.44
H -5.20 -0.10 -2.38
C 3.07 3.59 -1.29
C -1.56 -4.73 1.77
C 2.95 2.10 -1.14
C 3.53 3.92 -2.72
H -4.42 -1.62 -1.88
H 0.60 3.49 -4.82
C 3.96 -0.09 -1.33
H 0.88 2.55 -3.34
C -1.84 3.59 1.70
H 1.18 0.22 5.00
S -1.82 -3.53 3.00
Au 0.19 -2.32 -0.08
H 3.83 3.86 0.73
C -1.91 2.36 -5.35
C -3.12 0.04 -1.94
C -0.79 1.86 3.24
H -1.03 3.94 -0.26
H 1.49 4.21 0.06
C -0.17 0.65 3.42
C 0.34 2.59 -4.28
H -0.46 0.64 5.53
S 2.42 -2.30 -0.90
C -4.47 -0.54 -1.72
C 5.09 -1.01 -1.57
O 0.10 -4.49 0.10
H -3.76 2.61 1.94
C -1.09 2.30 1.93
S 0.99 -1.57 2.37
H 3.50 4.99 -2.86
N -0.13 0.43 1.04
C -2.74 -5.21 1.27
C -2.02 -0.45 -1.20
H 5.17 -1.74 -0.77
H -4.17 -3.14 3.47
C 0.18 -0.08 2.25
C 0.12 0.11 4.77
C 4.11 4.12 -0.29
H 0.00 4.71 2.03
H -2.54 3.03 -0.27
C -2.85 1.04 -2.85
H 4.55 3.59 -2.89
C -0.03 -6.61 1.19
H -3.13 3.31 3.43
B 0.27 -0.22 -0.31
C -1.17 2.57 -4.02
C -3.52 -3.72 2.85
S -0.70 -7.68 2.39
H -1.78 1.34 -5.71
H 0.78 -9.40 -0.42
C 0.87 -5.16 3.67
H -1.07 2.46 4.09
H 4.15 5.20 -0.37
H -1.49 3.04 -6.09
C -3.22 3.46 2.36
H 6.02 -0.46 -1.65
H 2.89 3.45 -3.46
H 0.93 3.79 -1.56
H -3.80 4.36 2.18
H -0.49 -10.01 1.81
S 2.53 -4.71 1.74
H 5.10 3.72 -0.49
N -0.81 0.12 -1.35
C 2.67 -0.61 -0.99
H -0.11 -0.96 4.81
C -0.23 -9.03 1.46
H 4.14 -4.50 3.54
S -2.16 -1.77 -0.12
H 5.02 1.72 -1.64
C 3.10 -4.69 3.34
C -0.19 -5.09 1.26
C -1.04 4.74 2.35
N 1.81 1.57 -0.79
C -2.00 3.85 0.21
H -0.02 -5.39 4.23
C -1.52 1.50 -3.02
H -2.79 -5.95 0.50
H -1.08 4.11 -2.49
C 0.59 -7.30 0.17
H -1.07 4.68 3.43
C 2.11 -4.94 4.26
```

Frontier orbital gap (alpha / beta) ... 7.52 / 5.04 eV
Total charge ... +2
E_tot ... -4505.9970 hartree
Expectation value of S² ... 2.033
Spin multiplicity ... 3



Record 9
C20H50N10O25S2 | ωB97M-V/def2-TZVPD

Geometry as XYZ:
```
107
Properties=species:S:1:pos:R:3
H -2.24 -2.88 4.32
N -4.18 2.76 2.55
H 1.57 2.67 5.54
O 2.67 2.35 -0.35
H -0.22 0.32 -4.79
N -3.56 -3.10 0.53
H -5.19 2.87 0.67
N -1.12 -1.44 -4.10
H -1.81 0.53 -3.94
C 1.21 2.89 -3.65
H -6.82 2.21 -1.77
S 0.27 -3.94 2.10
H -1.79 -0.24 -5.56
C -2.99 3.42 2.39
O 1.29 -4.99 -4.19
O -6.18 0.26 -2.68
O 2.91 -2.46 0.33
C -1.63 -2.65 3.45
H -2.10 -1.85 2.88
H 4.50 -4.14 2.35
H 6.55 2.62 0.78
H 1.58 2.67 -2.65
H 1.15 -0.58 -1.52
H 3.69 0.43 0.97
H 0.19 -1.39 -0.34
H -5.61 1.51 1.52
O 2.99 -2.37 -4.19
H 1.43 -0.15 0.18
H -5.80 4.08 3.05
O -2.56 4.28 3.24
O -0.91 -1.60 -2.88
H 1.44 4.39 5.26
H 0.61 3.75 1.77
O -3.76 0.09 -1.58
H -4.78 3.68 4.40
O -3.96 -4.12 0.99
H -2.89 -2.25 -1.34
N 3.83 -3.19 0.62
H 5.31 -0.23 0.69
N 1.83 -4.92 -3.12
H 4.30 3.37 -1.12
C 1.37 -3.90 -2.15
H -5.88 2.42 3.71
O 0.78 5.05 -2.72
N -0.37 0.61 -0.63
O -5.99 -0.06 -0.36
O 0.54 -3.85 0.69
H 5.45 -1.21 -3.27
N 3.40 -1.41 -3.63
H 2.95 3.64 5.11
O 2.91 -0.28 -3.82
O 2.74 -5.56 -2.70
O -5.13 -2.02 -1.82
O 4.27 -4.09 -0.07
O -1.06 -2.38 -4.93
H 4.48 -0.76 -1.86
H 1.81 2.55 -4.49
H 5.02 0.97 1.96
S -5.09 -0.55 -1.67
C -7.23 0.45 -0.60
C 6.28 2.21 -0.20
N 1.61 3.16 3.48
O 1.24 5.03 -4.80
N 1.08 4.41 -3.71
H 3.07 2.15 2.75
C 4.47 -3.13 1.94
C -1.23 -0.06 -4.65
C 3.87 2.54 -0.53
O -1.33 -3.72 2.55
C 4.57 -1.48 -2.67
N 4.89 1.75 -0.07
H 1.15 -3.01 -2.73
H -8.00 1.05 -2.39
O -0.92 0.90 -1.69
O 0.68 -2.50 2.87
H -1.69 -3.14 -0.39
C 1.89 3.48 4.89
H -0.18 -1.20 4.24
H 5.51 -2.80 1.85
C -5.23 3.26 3.50
C 4.75 0.67 0.94
H 0.39 -4.21 -1.79
H 1.75 1.06 3.46
C 0.68 -0.43 -0.55
C -4.74 2.12 1.32
H 2.08 -3.70 -1.35
H -7.92 -0.37 -0.77
C 0.87 4.06 2.79
H -7.53 1.15 0.18
O -0.65 1.21 0.47
C 2.01 1.92 2.83
C -0.21 -2.25 3.96
H 3.88 -2.42 2.52
O 0.90 -5.05 2.80
H -2.89 -4.07 -1.25
C -7.03 1.15 -1.92
H -4.03 1.65 0.63
H 0.08 -2.85 4.82
H 6.87 1.33 -0.45
H 1.72 1.83 1.78
O -3.81 -1.93 0.99
H 6.51 2.93 -0.98
O 0.56 5.18 3.16
C -2.73 -3.13 -0.72
H 4.79 -2.50 -2.36
H 0.26 2.41 -3.85
H -2.48 3.07 1.48
```

Frontier orbital gap ... 8.16 eV
ΔE to the lowest compared entry with this formula, charge and spin ... 0.000 eV
SMILES string ... C[N+](=O)[O-].C[N+](=O)[O-].C[N+](=O)[O-].C[N+](=O)[O-].C[N+](=O)[O-].C[N+](=O)[O-].C[N+](=O)[O-].O=S1(=O)OCCO1.O=S1(=O)OCCO1.CN(C)C=O.CN(C)C=O.CN(C)C=O
E_tot ... -4016.1461 hartree



Record 10
C14H18BrClN2O2S | ωB97M-V/def2-TZVPD

Geometry as XYZ:
```
39
Properties=species:S:1:pos:R:3
H 2.76 2.55 0.71
C -3.35 -1.33 -0.42
C 0.80 -1.66 0.52
C 3.07 1.44 0.53
C -2.76 -0.87 -3.03
H -0.92 -3.10 -0.30
N -0.31 0.64 0.96
Cl -2.20 2.17 3.58
C -0.11 2.07 1.50
H 5.10 0.77 -0.31
H 0.49 2.07 2.48
H 2.23 0.91 2.55
S -3.37 -2.55 -3.65
H -4.79 -0.56 -2.08
Br -2.26 2.45 -0.94
C -1.58 2.69 1.89
O -2.27 3.44 1.13
H 3.76 -4.30 1.25
O 2.68 1.09 -0.84
H -1.64 -0.98 -2.74
C 4.71 1.34 0.62
N -1.56 0.37 0.55
H 1.89 1.63 -1.08
H 3.06 -0.52 1.72
C 2.36 0.39 1.53
C -0.68 -2.03 0.07
H 0.30 2.77 0.68
H 5.04 0.76 1.58
H -4.08 -1.10 0.45
H -2.24 -3.16 -4.18
H -3.39 -2.45 -0.73
C 2.01 -2.69 0.53
H -2.86 -0.12 -3.92
H 5.21 2.38 0.61
H -3.45 0.63 -1.50
C -3.68 -0.47 -1.76
C 2.96 -3.53 0.93
C -1.83 -0.97 0.08
C 0.91 -0.14 1.01
```

Frontier orbital gap ... 5.00 eV
E_tot ... -4236.2088 hartree



Record 11
C5H10O2 | ωB97M-V/def2-TZVPD

Geometry as XYZ:
```
17
Properties=species:S:1:pos:R:3
C -0.97 1.56 0.89
C -0.25 -0.74 -1.13
H 2.70 -1.28 0.14
H 0.23 -2.78 -0.97
H -0.31 0.86 1.40
H 0.27 1.67 -0.89
C -0.78 1.49 -0.62
C -0.53 -2.02 -0.87
O -1.20 0.23 -1.13
H -1.40 2.23 -1.13
H 0.75 -0.41 -1.40
H -0.74 2.57 1.25
H -2.01 1.33 1.14
H -1.54 -2.32 -0.59
H 1.58 -1.71 1.58
C 2.12 -0.92 1.01
O 2.08 0.24 1.32
```

Frontier orbital gap ... 9.87 eV
ΔE to the lowest compared entry with this formula, charge and spin ... 2.905 eV
SMILES string ... C=COCC.C=O
E_tot ... -346.9187 hartree